ORCA calculation (the ωB97M-V functional and the def2-TZVPD basis) on a molecular structure, C18H14F11N6O6RbSbTe.

Properties
* HOMO-LUMO gap (alpha / beta): 7.30 / 7.45 eV
* electronic energy: -3105.47539 hartree
* charge: -2
* multiplicity: 2
* ⟨S²⟩: 0.757
* HOMO level (alpha / beta): -4.22 / -4.37 eV

```
58
C18H14F11N6O6RbSbTe the ωB97M-V functional and the def2-TZVPD basis
C -0.27366 1.62258 -4.47717
F -0.46703 -5.73494 8.31859
F 0.06098 -4.94683 -2.42590
H 3.22040 0.86806 3.95447
O 0.65347 -2.53223 -3.02257
F -1.14858 -2.71549 -5.19884
C -1.72269 0.15888 -6.36057
H 1.52845 3.79860 -2.67619
C -0.90763 4.32090 -1.68801
F -1.21799 -2.64606 6.15452
C -3.58238 5.15900 4.78552
O 2.64569 -0.51375 0.40998
C 2.98413 -0.21583 3.87606
H -0.71023 0.60958 0.35864
H -0.85850 5.12213 -2.36717
H -2.64685 4.86259 -0.45153
O -3.38460 4.91084 3.66425
C 2.66447 -2.85993 3.85843
Sb -0.94889 -4.17467 7.20018
N 0.53034 2.56580 -3.91707
O 4.39311 0.51529 1.33176
H 1.49858 2.09777 -2.17258
H 0.19214 0.33869 -1.15265
Rb 0.98986 -2.58756 0.11646
H -0.89943 1.37404 -7.90286
N -1.85169 2.83982 -0.28558
F 0.85732 -3.63782 7.55839
F 0.74236 -4.38502 -4.96681
N 0.95662 3.43091 -4.84503
C -1.85157 -0.05575 -4.95114
C -1.13141 0.64415 -4.02259
H 2.13645 0.77375 5.92843
O 2.22233 -0.18095 6.09317
C 0.90505 2.92238 -2.57597
O -3.69515 5.34032 5.89415
N 0.41880 3.14818 -5.99732
F -1.77937 -4.83394 -4.46694
H -2.22688 -0.51392 -7.09621
F -0.21857 -4.97784 5.63858
C 2.31388 -2.26603 5.04899
C 2.50420 -0.90108 4.99715
C -1.90057 4.10336 -0.76167
C 3.11316 -0.93311 2.68080
F -1.98278 -3.29777 -2.63398
N -0.20707 3.16310 -1.77710
C -0.79175 2.28932 -0.85848
C -1.02080 1.19370 -6.80613
N 2.92281 -2.27888 2.70647
H 0.80088 1.33718 0.14766
C 3.42092 -0.23176 1.32181
Te -0.48432 -3.73339 -3.75255
H 1.92886 -2.83518 5.90175
F -1.73947 -3.17266 8.50944
C -0.08096 1.04580 -0.39212
H -2.59781 -0.76528 -4.58046
H -1.21148 0.31198 -3.01492
C -0.36972 2.04482 -5.82116
F -2.69541 -4.98585 6.96364
```

=====

ORCA calculation (the ωB97M-V functional and the def2-TZVPD basis) on C18H14FIO4S in the gas phase.

Properties
* HOMO-LUMO gap: 7.48 eV
* electronic energy: -1790.65508 hartree
* charge: 0
* multiplicity: 1
* HOMO level: -9.20 eV

```
39
C18H14FIO4S the ωB97M-V functional and the def2-TZVPD basis
C 2.40329 -0.57761 -1.84878
C -0.79974 -2.86597 -1.08917
O 0.90220 -1.79904 -3.49045
H -0.73527 1.33319 2.17492
C -1.38549 -0.43105 0.85240
H 4.17066 3.30989 0.63820
C 3.32645 1.49984 -0.31978
O -4.27307 -3.30181 1.80661
I -3.14863 1.03905 -2.04119
H -2.49217 -3.96048 0.09585
F -4.38677 -0.77151 2.65063
H 6.05905 -0.48635 -1.98420
H -3.22064 2.46695 1.81468
C -3.74131 1.16396 0.06498
O 0.27272 2.17327 -0.39341
C -0.29670 -0.29719 -0.23334
H -0.57108 -3.73259 -1.78602
H 2.36821 3.49797 0.33163
C 2.15489 0.64849 -0.89050
C -2.64834 1.85254 1.01838
C -0.05031 -1.52145 -1.19265
H 5.63481 1.66622 -0.33353
H -4.05445 0.11224 0.37050
C 0.62370 0.97374 -0.48964
C 1.08270 -1.36612 -2.33122
H -4.69650 1.80965 0.12802
H -2.06563 2.61208 0.39818
O -2.71786 -2.55757 3.52570
C 4.76837 1.04928 -0.75405
C -1.69601 0.80299 1.81229
H -2.26620 0.47055 2.74305
C 5.00895 -0.15808 -1.69421
C 3.16143 2.74685 0.65926
C -1.89043 -2.98669 0.00835
S -3.46011 -2.11315 2.27625
H 3.98793 -1.91774 -2.96366
C 3.83225 -1.01953 -2.27055
C -2.17002 -1.79000 0.98981
H 3.00911 2.42521 1.74664
```

=====

ORCA calculation (the ωB97M-V functional and the def2-TZVPD basis) on C18H14N2O3 in the gas phase.

Properties
* energy above the lowest of the compared OMol25 structures with the same formula, charge and spin: 0.319 eV
* HOMO-LUMO gap: 7.81 eV
* electronic energy: -1029.59872 hartree
* charge: 0
* multiplicity: 1
* HOMO level: -8.60 eV

```
37
C18H14N2O3 the ωB97M-V functional and the def2-TZVPD basis
N -3.95492 -0.20267 -0.00434
O -5.24222 1.57807 0.72730
H 6.99611 1.44263 1.31427
N 0.83717 -0.27639 0.28348
C 6.48711 0.66674 0.76146
C 3.08816 -0.98534 0.70840
C 4.51614 -0.65780 0.37790
C 6.47840 -0.98040 -0.97639
H -6.05231 -2.77133 -0.00405
C -5.12147 0.42016 0.43194
H 0.66987 2.21292 -0.74569
H -1.42965 3.35485 -1.33414
H 0.65577 -1.21322 0.61800
H -3.59970 2.23866 -1.00490
C 5.17236 -1.30815 -0.65740
C -5.60835 -1.79781 0.08880
O -3.35350 -2.35575 -0.60697
H 4.65981 -2.07712 -1.21883
C -1.53882 -0.18799 0.14506
H 6.97972 -1.49557 -1.78284
H -1.57275 -1.18300 0.56163
C -4.17020 -1.55784 -0.22911
H 2.79730 -1.93258 0.24941
H 4.67544 0.85369 1.88231
C 7.13836 0.00819 -0.26770
H 8.15651 0.26681 -0.51882
H 2.96202 -1.07054 1.79196
O 2.51676 1.20814 -0.13713
C -0.27720 1.72426 -0.59324
C -0.31185 0.43816 -0.06208
H -7.16934 -0.44873 0.77642
C -2.71530 0.45754 -0.20029
C -1.46116 2.35856 -0.92098
C 5.18383 0.33476 1.08318
C -6.15979 -0.65186 0.47168
C -2.68384 1.73702 -0.74026
C 2.14537 0.11998 0.22683
```

=====

ORCA calculation (the ωB97M-V functional and the def2-TZVPD basis) on a molecular structure, C18H14N4O5PtS2.

Properties
* energy above the lowest of the compared OMol25 structures with the same formula, charge and spin: 0.522 eV
* HOMO-LUMO gap: 8.01 eV
* electronic energy: -2205.32595 hartree
* charge: 0
* multiplicity: 1
* HOMO level: -8.01 eV

```
44
C18H14N4O5PtS2 the ωB97M-V functional and the def2-TZVPD basis
O -0.88270 -1.80776 1.73433
C -1.39106 -0.06486 4.38242
H -2.69602 -4.78918 -3.88977
N -1.36534 1.08103 3.47108
S 1.01822 0.39513 2.27735
C -0.06680 1.78609 -1.49956
H -0.85827 -3.34867 -3.92785
H 5.31772 1.34311 -0.14602
N -0.69000 -2.08174 -0.86062
Pt 0.18114 -0.77355 0.43276
H -0.67860 0.09564 5.18878
O 1.02539 -1.85160 -3.97013
C -2.48132 -3.65384 -0.95515
S 0.58237 3.06106 -2.44994
N 0.76112 1.14777 -0.74531
C -2.21286 -3.85232 -2.30501
C -1.69301 -2.76374 -0.27324
H 3.14705 0.25799 0.32660
H -2.40729 3.84382 2.08889
C -0.37122 -2.33113 -2.14362
N -0.74914 2.47076 1.95762
C -1.14554 -3.19493 -2.89477
C 3.36360 3.33079 -2.07398
H -3.19126 2.06115 4.04486
H -0.19300 2.85900 1.21215
C -2.32346 2.07468 3.41137
C 4.49033 2.83285 -1.45999
C 2.05623 1.64044 -0.90444
O -2.72937 -3.04196 1.85721
H 5.45202 3.28501 -1.66248
C -1.94196 2.94714 2.45341
H 3.42269 4.15981 -2.76602
C 3.20915 1.12854 -0.30999
C 0.91444 -1.72105 -2.75166
C -0.40033 1.32940 2.57449
C -1.83249 -2.54637 1.21415
H -1.13797 -0.96092 3.82336
H -1.11825 1.53670 -1.54519
H -2.39769 -0.14290 4.78325
C 2.14420 2.71395 -1.78889
O -3.00106 -4.71859 -2.97789
O 1.72855 -1.28854 -1.90344
C 4.41183 1.73269 -0.59049
H -3.27004 -4.18091 -0.43860
```

=====

ORCA calculation (the ωB97M-V functional and the def2-TZVPD basis) on a molecular structure, C18H14O7PS2V.

Properties
* energy above the lowest of the compared OMol25 structures with the same formula, charge and spin: 0.000 eV
* HOMO-LUMO gap (alpha / beta): 6.64 / 5.95 eV
* electronic energy: -3302.89598 hartree
* charge: -1
* multiplicity: 2
* ⟨S²⟩: 0.770
* HOMO level (alpha / beta): -4.18 / -3.49 eV

```
43
C18H14O7PS2V the ωB97M-V functional and the def2-TZVPD basis
O 4.72104 -3.19271 0.09776
C -0.08424 1.30927 -1.00710
V 2.72762 -0.45039 0.03410
O 2.92234 1.70614 -0.26413
S 4.34857 -2.16896 1.03786
H -3.48312 0.33074 3.26902
C -1.03139 -1.53953 -1.85933
P 0.41201 -0.09185 0.10918
C -0.86254 -2.57294 0.29545
H 1.30203 1.22977 2.44363
H -2.43916 -0.41817 1.18097
O 2.75754 -2.03091 1.00780
H -2.14564 1.55366 4.96077
C -1.68609 1.22618 4.03614
H 1.23936 3.60159 -3.14846
O 2.67325 0.16425 -2.03872
H -1.15117 4.27128 -3.28422
C -2.43645 0.54094 3.08800
C -1.51052 -3.69863 -0.18999
S 2.58252 1.61753 -1.70379
C -1.92823 -3.74506 -1.51335
O 4.66738 -0.76084 0.51830
O 3.28345 2.49800 -2.58134
C 0.24643 1.05053 2.61952
C -1.84183 0.11945 1.90642
C 0.48234 3.07971 -2.58119
H -0.51474 -2.56486 1.32140
C -1.68042 -2.66615 -2.34885
H -0.83354 -0.71335 -2.53227
C 0.85986 2.01974 -1.76542
C -0.49365 0.37011 1.65989
H -2.42952 -4.62583 -1.89493
H -1.67508 -4.54399 0.46586
H -2.84480 3.04138 -1.96431
C -0.34445 1.48211 3.79998
H -1.98266 -2.69949 -3.38801
C -0.63634 -1.46940 -0.52640
O 4.79131 -2.34648 2.39273
C -1.41321 1.70171 -1.09862
H -2.16778 1.17647 -0.52523
C -1.80134 2.75724 -1.91212
H 0.25377 2.00688 4.53375
C -0.85290 3.44486 -2.65078
```

=====

ORCA calculation (the ωB97M-V functional and the def2-TZVPD basis) on C18H15B in the gas phase.

Properties
* energy above the lowest of the compared OMol25 structures with the same formula, charge and spin: 0.000 eV
* HOMO-LUMO gap: 9.06 eV
* electronic energy: -719.75711 hartree
* charge: 0
* multiplicity: 1
* HOMO level: -8.80 eV

```
34
C18H15B the ωB97M-V functional and the def2-TZVPD basis
H 2.01175 -1.37490 1.17457
H -3.04084 0.71023 3.44979
C 1.90998 1.70544 -0.13041
C -1.53117 0.39365 1.93975
C -0.54226 -0.34662 -3.76259
C 0.06773 -0.30635 -2.51413
H 3.54068 3.01719 -0.41934
C -2.33926 0.01821 3.00120
H -2.50281 0.80058 -0.69098
H -1.53155 -3.27890 3.00271
C -2.37202 -1.31618 3.34559
H -0.02443 -0.65489 -4.64705
C -0.77729 -0.53915 1.25110
H -1.62382 1.38717 1.56363
C -1.96036 0.48681 -1.55131
C 2.39608 -0.43143 0.82653
C 3.71452 -0.07475 0.93267
H 1.21253 2.42122 -0.53192
C 4.16728 1.15526 0.44866
C -2.51378 0.56103 -2.83324
B -0.00049 -0.02165 -0.00563
C -0.73021 -1.87777 1.68183
H 5.16748 1.48300 0.61985
H -3.01989 -1.61721 4.15030
C -1.82525 0.16715 -3.94142
C 3.22791 2.06040 -0.05285
H -3.49894 0.98238 -2.99113
H -0.04930 -2.55346 1.17922
C -0.63764 0.07450 -1.40491
H 4.41934 -0.76625 1.33028
H 1.04831 -0.68119 -2.44077
C -1.55948 -2.25290 2.69843
C 1.48052 0.44075 0.24800
H -2.28334 0.22864 -4.92645
```

=====

Question: Look up the charge of the fourth one.
Answer: 0

=====

Question: Number 3 is which compound?
Answer: C18H14N2O3